The following is a DFT calculation (ωB97M-V with the def2-TZVPD basis set) of a molecular structure, C46H67Br2N6O9P2SSiSr.

The total charge is -1. The total energy comes out at -254382.6695 eV. As for the energy above the lowest of the compared OMol25 structures with the same formula, charge and spin: 0.070 eV. As for the gap between HOMO and LUMO: 0.2432 hartree. The LUMO energy comes out at 1.5161 eV.

XYZ file:
```
135
C46H67Br2N6O9P2SSiSr ωB97M-V with the def2-TZVPD basis set
Sr -0.003 -0.657 -0.681
Br -0.992 4.812 -1.399
C 0.011 3.667 -2.530
C 0.384 4.176 -3.776
C 1.101 3.423 -4.659
Br 1.584 4.174 -6.336
C 1.459 2.097 -4.328
C 2.158 1.225 -5.194
C 2.436 -0.055 -4.803
C 2.021 -0.468 -3.527
N 1.374 0.320 -2.699
C 1.074 1.591 -3.058
C 0.340 2.383 -2.065
O 0.036 1.897 -0.926
H 0.093 5.185 -4.033
H 2.453 1.585 -6.170
H 2.952 -0.748 -5.453
H 2.204 -1.484 -3.185
O -6.901 -1.277 -3.541
C -6.662 -1.117 -2.330
O -7.409 -1.136 -1.337
C -5.173 -0.818 -2.012
C -4.257 -0.606 -3.033
C -2.930 -0.385 -2.714
N -2.467 -0.379 -1.461
C -3.357 -0.550 -0.470
C -4.706 -0.764 -0.704
C -2.833 -0.536 0.958
O -3.627 -0.385 1.885
O -1.559 -0.665 1.107
H -4.603 -0.642 -4.057
H -2.192 -0.225 -3.496
H -5.397 -0.892 0.115
C 5.569 -0.978 -0.680
N 4.307 -0.341 -0.348
C 4.062 0.961 -0.951
C 3.339 -0.957 0.357
C 3.626 -2.318 0.938
O 2.246 -0.413 0.540
H 6.315 -0.203 -0.850
H 5.487 -1.582 -1.588
H 5.920 -1.607 0.133
H 4.167 0.900 -2.036
H 4.781 1.689 -0.568
H 3.053 1.285 -0.713
H 4.033 -3.003 0.196
H 2.687 -2.724 1.300
H 4.333 -2.234 1.768
C 0.190 1.731 4.737
N -0.368 1.211 3.444
C -1.757 1.803 3.241
N -1.701 3.227 3.271
C -1.118 3.688 4.517
N 0.232 3.166 4.746
C 1.179 3.699 3.750
P 0.772 3.314 1.962
C 0.557 1.512 2.295
C -1.028 3.759 2.084
H 1.187 1.307 4.860
H -0.463 1.371 5.534
H -0.428 0.177 3.470
H -2.381 1.411 4.043
H -2.130 1.425 2.302
H -1.756 3.363 5.341
H -1.075 4.777 4.516
H 2.178 3.318 3.977
H 1.226 4.783 3.874
H 1.509 1.042 2.548
H 0.145 0.929 1.491
H -1.519 3.377 1.191
H -1.132 4.846 2.070
C -0.312 -3.369 2.293
P -0.089 -2.093 3.569
C -1.715 -2.190 4.421
C 1.047 -2.868 4.773
C 1.779 -4.017 4.479
C 2.697 -4.525 5.392
C 2.889 -3.900 6.614
C 2.161 -2.756 6.921
C 1.258 -2.242 6.004
H 0.557 -3.475 1.641
H -1.135 -3.040 1.663
H -0.564 -4.341 2.723
H -2.002 -3.216 4.658
H -2.460 -1.749 3.751
H -1.691 -1.610 5.347
H 1.634 -4.524 3.533
H 3.257 -5.419 5.145
H 3.601 -4.299 7.325
H 2.302 -2.263 7.875
H 0.707 -1.339 6.249
C -2.703 -3.831 -1.924
C -2.661 -4.847 -0.789
C -3.424 -4.304 0.412
C -3.251 -6.177 -1.239
O -1.314 -5.074 -0.341
Si 0.118 -5.125 -1.147
S 1.061 -3.302 -1.270
O -0.233 -5.856 -2.587
C 0.494 -5.950 -3.807
C -0.134 -7.107 -4.575
C 1.967 -6.241 -3.531
C 0.338 -4.651 -4.592
O 1.111 -6.115 -0.278
C 0.847 -7.340 0.394
C 0.185 -7.041 1.737
C -0.033 -8.260 -0.446
C 2.209 -7.991 0.615
H -3.738 -3.600 -2.187
H -2.193 -4.211 -2.810
H -2.222 -2.902 -1.615
H -4.479 -4.163 0.171
H -3.018 -3.336 0.709
H -3.340 -4.995 1.255
H -4.281 -6.038 -1.576
H -3.252 -6.892 -0.413
H -2.664 -6.584 -2.065
H -0.037 -8.032 -4.003
H 0.349 -7.240 -5.545
H -1.196 -6.910 -4.735
H 2.065 -7.158 -2.947
H 2.415 -5.421 -2.966
H 2.515 -6.363 -4.469
H -0.717 -4.467 -4.807
H 0.877 -4.715 -5.541
H 0.727 -3.813 -4.011
H -0.768 -6.535 1.581
H 0.834 -6.390 2.328
H 0.017 -7.964 2.298
H -1.015 -7.816 -0.612
H -0.164 -9.217 0.062
H 0.428 -8.439 -1.419
H 2.851 -7.320 1.188
H 2.686 -8.188 -0.346
H 2.108 -8.934 1.158
```

Here are the Mulliken charges for atoms 1 to 99, given in e:
1 Sr 1.35
2 Br -0.19
3 C -0.09
4 C -0.54
5 C 0.04
6 Br -0.28
7 C 0.83
8 C -0.86
9 C -1.22
10 C -0.69
11 N 1.74
12 C -0.89
13 C -0.73
14 O 0.77
15 H 0.39
16 H 0.30
17 H 0.50
18 H 0.45
19 O -0.74
20 C 0.36
21 O -0.73
22 C -0.15
23 C -0.99
24 C -0.67
25 N 0.70
26 C -0.52
27 C -0.98
28 C 0.36
29 O -0.83
30 O 1.71
31 H 0.48
32 H 0.52
33 H 0.62
34 C -1.07
35 N 0.25
36 C -1.00
37 C 0.52
38 C -1.04
39 O 0.41
40 H 0.36
41 H 0.27
42 H 0.40
43 H 0.40
44 H 0.40
45 H -0.03
46 H 0.46
47 H -0.59
48 H 0.56
49 C -0.75
50 N 1.91
51 C -0.82
52 N 0.27
53 C -0.81
54 N 0.15
55 C -0.90
56 P -0.04
57 C 0.20
58 C -0.53
59 H 0.33
60 H 0.25
61 H -1.68
62 H 0.25
63 H 0.13
64 H 0.30
65 H 0.38
66 H 0.39
67 H 0.43
68 H 0.51
69 H -0.44
70 H 0.33
71 H 0.36
72 C 0.42
73 P 1.31
74 C -1.29
75 C 0.65
76 C -0.17
77 C -0.72
78 C -0.51
79 C -0.70
80 C -0.54
81 H -0.44
82 H -1.44
83 H 0.79
84 H 0.40
85 H 0.26
86 H 0.36
87 H -0.01
88 H 0.43
89 H 0.37
90 H 0.40
91 H 0.31
92 C -0.66
93 C 2.03
94 C -1.65
95 C -2.11
96 O 1.14
97 Si -3.55
98 S 0.39
99 O 0.33